[1]
This record from the OMol25 dataset describes a cluster of 11 separate species, C2H25O11 in total at a distorted geometry. The level of theory is ωB97M-V with the def2-TZVPD basis set.

The geometry in XYZ format:
```
38
C2H25O11 ωB97M-V with the def2-TZVPD basis set
C -0.0059 -0.6870 -1.3668
C -1.3997 -0.4202 -0.8787
O -1.3421 -0.2720 0.5270
H 0.5920 0.1381 -1.0843
H 0.1128 -0.7989 -2.4439
H 0.4279 -1.6097 -0.9232
H -1.8540 -1.3782 -1.2566
H -1.8016 0.4821 -1.2985
O 3.3218 0.5999 0.7716
H 2.5496 0.0400 0.8775
H 3.2458 0.9503 -0.1168
O 1.9404 2.6250 -0.7321
H 2.1766 3.0485 -1.5593
H 1.0535 2.3079 -0.7840
O 0.9862 -0.4159 1.8267
H 0.7559 0.0809 2.6207
H 0.2699 -0.4735 1.2131
O -3.7183 1.0237 0.7513
H -2.8646 0.5641 0.5510
H -4.3010 0.4991 1.2648
O -0.1891 2.3405 -2.5928
H -1.0046 2.8217 -2.3699
H -0.3215 1.4032 -2.4807
O -1.5397 -3.4144 0.4807
H -0.6344 -3.4242 0.3975
H -1.7797 -2.5995 0.0010
O -2.2438 -0.4894 2.8795
H -1.9980 -1.3178 3.2915
H -1.8005 -0.5287 2.0085
O 3.5890 0.6499 -2.1719
H 3.2311 -0.1914 -2.0718
H 4.5490 0.5058 -2.0823
O 1.2777 -2.9851 1.6975
H 1.0730 -3.4011 2.5522
H 1.0750 -2.0374 1.8073
O -0.9144 2.3336 0.4810
H -1.0440 1.3837 0.4176
H -1.4704 2.6462 -0.2043
```

Computed properties:
Largest force on an atom = 3.60 eV/A
Energy above the lowest of the compared OMol25 structures with the same formula, charge and spin = 64.25 kJ/mol
Net charge = -1
Energy = -25003.72208 eV

[2]
This record from the OMol25 dataset describes a structure of composition C2H25O11V at a distorted geometry. The level of theory is ωB97M-V with the def2-TZVPD basis set.

The geometry in XYZ format:
```
39
C2H25O11V ωB97M-V with the def2-TZVPD basis set
V 0.2676 2.8619 -1.7845
C 0.1720 -1.3410 -0.4334
C -0.2931 0.1250 -0.5255
O 0.6579 1.1151 -0.4586
H 0.5931 -1.3667 0.5717
H 0.9225 -1.5245 -1.2023
H -0.5216 -2.1792 -0.3676
H -1.1318 0.2155 0.1648
H -0.7938 0.2620 -1.4840
O 0.1238 2.0517 2.3300
H 0.3315 1.5167 1.5639
H -0.6509 1.6368 2.7095
O -3.9343 -1.1633 2.0849
H -4.5662 -0.9225 1.4075
H -3.3079 -0.4397 2.0969
O -3.1196 -2.7756 -1.3341
H -2.2078 -2.7919 -1.0434
H -3.1306 -2.1455 -2.0546
O 1.4069 -0.9037 3.6824
H 2.0457 -0.9249 2.9699
H 0.6546 -1.3896 3.3448
O -0.4388 3.9826 0.1335
H -0.6830 4.8682 0.4023
H -0.5127 3.4604 0.9324
O 3.2598 -2.1759 -1.5164
H 4.0743 -1.7072 -1.3346
H 2.5955 -1.7076 -1.0107
O -1.9132 2.6509 -1.8122
H -2.4688 2.6340 -1.0329
H -2.4868 2.9700 -2.5089
O 2.8098 -0.2316 1.2242
H 2.2860 0.1331 0.5108
H 2.7335 -1.1798 1.1175
O -0.4756 -4.7710 -0.8761
H 0.3199 -4.2476 -0.9728
H -0.3294 -5.5351 -1.4338
O 2.2126 3.4910 -1.3385
H 2.4552 4.3773 -1.6067
H 3.0437 3.0717 -1.1157
```

Computed properties:
Largest force on an atom = 2.48 eV/A
Net charge = +2
Spin multiplicity = 5
<S²> = 6.007
Energy = -50669.96168 eV

- Look up the energy of the second one.
  -50669.96168 eV

Copy entry 2 word for word.
This record from the OMol25 dataset describes a structure of composition C2H25O11V at a distorted geometry. The level of theory is ωB97M-V with the def2-TZVPD basis set.

The geometry in XYZ format:
```
39
C2H25O11V ωB97M-V with the def2-TZVPD basis set
V 0.2676 2.8619 -1.7845
C 0.1720 -1.3410 -0.4334
C -0.2931 0.1250 -0.5255
O 0.6579 1.1151 -0.4586
H 0.5931 -1.3667 0.5717
H 0.9225 -1.5245 -1.2023
H -0.5216 -2.1792 -0.3676
H -1.1318 0.2155 0.1648
H -0.7938 0.2620 -1.4840
O 0.1238 2.0517 2.3300
H 0.3315 1.5167 1.5639
H -0.6509 1.6368 2.7095
O -3.9343 -1.1633 2.0849
H -4.5662 -0.9225 1.4075
H -3.3079 -0.4397 2.0969
O -3.1196 -2.7756 -1.3341
H -2.2078 -2.7919 -1.0434
H -3.1306 -2.1455 -2.0546
O 1.4069 -0.9037 3.6824
H 2.0457 -0.9249 2.9699
H 0.6546 -1.3896 3.3448
O -0.4388 3.9826 0.1335
H -0.6830 4.8682 0.4023
H -0.5127 3.4604 0.9324
O 3.2598 -2.1759 -1.5164
H 4.0743 -1.7072 -1.3346
H 2.5955 -1.7076 -1.0107
O -1.9132 2.6509 -1.8122
H -2.4688 2.6340 -1.0329
H -2.4868 2.9700 -2.5089
O 2.8098 -0.2316 1.2242
H 2.2860 0.1331 0.5108
H 2.7335 -1.1798 1.1175
O -0.4756 -4.7710 -0.8761
H 0.3199 -4.2476 -0.9728
H -0.3294 -5.5351 -1.4338
O 2.2126 3.4910 -1.3385
H 2.4552 4.3773 -1.6067
H 3.0437 3.0717 -1.1157
```

Computed properties:
Largest force on an atom = 2.48 eV/A
Net charge = +2
Spin multiplicity = 5
<S²> = 6.007
Energy = -50669.96168 eV

- Which value of largest force on an atom does entry 2 give?
  2.48 eV/A